[1]
# C3H4Cl2O

A cluster of 2 separate species, C3H4Cl2O in total at a distorted geometry (ωB97M-V/def2-TZVPD, the Open Molecules 2025 dataset).

```
10
Properties=species:S:1:pos:R:3:nbo_charge:R:1
C 2.36 0.39 -0.30 -0.7957
C 2.02 1.34 -1.03 0.1894
C -1.44 -0.18 0.02 0.1009
O -0.89 -1.14 0.69 -0.6521
Cl -3.16 -0.31 -0.38 -0.0329
Cl -1.29 1.46 0.83 -0.1124
H 1.84 -0.45 -0.95 0.3164
H 2.93 0.20 0.61 0.2903
H -0.86 0.09 -0.88 0.2071
H -1.49 -1.41 1.38 0.4891
```

## Properties
* energy relative to the best compared isomer or geometry (same formula, charge and spin): 4.590 eV
* charge: 0
* DFT total energy: -1112.16996 a.u.

***

[2]
# C3H4Cl2O6S2

A structure of composition C3H4Cl2O6S2 at a distorted geometry (ωB97M-V/def2-TZVPD, the Open Molecules 2025 dataset).

```
17
Properties=species:S:1:pos:R:3:nbo_charge:R:1
C 0.35 0.40 -0.73 -0.1281
C 0.36 0.18 0.80 -0.1015
C -4.08 0.34 -0.17 -0.0610
O -4.48 -2.03 1.12 -0.8599
O -2.87 -0.30 -0.02 -0.6435
O 0.87 3.73 0.52 -0.8794
O -1.25 2.69 -0.10 -0.9233
O 0.86 1.70 -0.92 -0.6653
O 0.32 1.47 1.38 -0.6757
S -4.09 -1.50 -0.15 1.4481
S 0.13 2.57 0.22 2.5469
Cl -4.69 1.18 1.23 0.0714
Cl -4.26 1.22 -1.65 0.0479
H 0.99 -0.30 -1.26 0.2132
H -0.68 0.36 -1.10 0.2074
H -0.52 -0.39 1.12 0.2078
H 1.28 -0.30 1.14 0.1949
```

## Properties
* energy relative to the best compared isomer or geometry (same formula, charge and spin): 0.000 eV
* charge: 0
* DFT total energy: -2284.83041 a.u.

***

[3]
# C3H4Cl2Si

A cluster of 2 separate species, C3H4Cl2Si in total at a distorted geometry (ωB97M-V/def2-TZVPD, the Open Molecules 2025 dataset).

```
10
Properties=species:S:1:pos:R:3:nbo_charge:R:1
C -0.53 -0.25 1.15 -0.2850
C 0.11 0.30 0.15 -0.0206
C -1.31 0.41 -0.12 -0.4072
Si 3.18 0.92 -0.87 0.9861
Cl 3.42 2.86 -0.80 -0.3497
Cl 4.43 -0.06 0.42 -0.3900
H -1.08 -0.74 1.95 0.2584
H -1.78 -0.43 -0.71 0.1941
H -1.65 1.34 0.04 0.1858
H 3.62 0.26 -2.14 -0.1719
```

## Properties
* energy relative to the best compared isomer or geometry (same formula, charge and spin): 5.137 eV
* charge: 0
* DFT total energy: -1326.42939 a.u.

***

[4]
# C3H4Cl3FO2S

The molecule C3H4Cl3FO2S at a distorted geometry (ωB97M-V/def2-TZVPD, the Open Molecules 2025 dataset).

```
14
Properties=species:S:1:pos:R:3:nbo_charge:R:1
C -0.67 -1.16 0.66 -0.6316
C -0.08 -0.27 -0.37 -0.4959
C 1.50 -0.26 -0.29 -0.1142
Cl 2.24 0.57 -1.67 0.0547
Cl 1.81 0.82 1.14 0.0070
Cl 2.18 -1.82 -0.02 0.0866
S -0.70 1.42 -0.14 2.3457
O -0.01 2.57 -0.65 -0.8553
O -1.31 1.43 1.16 -0.8853
F -1.90 1.23 -1.27 -0.5116
H -0.33 -0.80 1.65 0.2446
H -1.74 -1.08 0.66 0.2445
H -0.44 -2.17 0.47 0.2346
H -0.55 -0.49 -1.32 0.2762
```

## Properties
* energy relative to the best compared isomer or geometry (same formula, charge and spin): 0.000 eV
* charge: 0
* DFT total energy: -2145.79108 a.u.

***

[5]
# C3H4Cl3NS

The molecule C3H4Cl3NS at a distorted geometry (ωB97M-V/def2-TZVPD, the Open Molecules 2025 dataset).

```
12
Properties=species:S:1:pos:R:3:nbo_charge:R:1
C -0.02 -0.52 0.25 -0.1906
C -0.24 1.94 -0.78 -0.7234
C -0.36 -1.80 0.80 -0.1324
N 1.56 -0.07 0.29 -0.4105
S -1.13 0.30 -0.74 0.4019
Cl 0.98 -2.95 0.45 0.0306
Cl -0.64 -1.76 2.63 -0.0267
Cl -1.83 -2.34 -0.03 0.0509
H -1.03 2.72 -0.67 0.2428
H 0.38 1.93 -1.67 0.2231
H 0.38 2.08 -0.01 0.2199
H 1.94 0.48 -0.53 0.3144
```

## Properties
* ⟨S²⟩: 2.01
* multiplicity: 3
* charge: 0
* DFT total energy: -1950.04600 a.u.

***

[6]
# C3H4Cl3P

The molecule C3H4Cl3P at a distorted geometry (ωB97M-V/def2-TZVPD, the Open Molecules 2025 dataset).

```
11
Properties=species:S:1:pos:R:3:nbo_charge:R:1
Cl 1.06 2.42 -0.25 -0.2893
P 0.83 0.66 -1.21 0.8178
C -0.99 0.30 -0.68 -0.6991
C -0.47 -0.35 0.71 -0.4585
C 0.95 -0.60 0.16 -0.4011
Cl 1.09 -2.12 -0.66 0.0275
Cl 2.27 -0.40 1.26 0.0200
H -1.46 -0.39 -1.43 0.2439
H -1.52 1.28 -0.32 0.2504
H -0.65 0.47 1.51 0.2522
H -1.12 -1.27 0.90 0.2362
```

## Properties
* energy relative to the best compared isomer or geometry (same formula, charge and spin): 0.000 eV
* charge: 0
* DFT total energy: -1838.62380 a.u.

***

[7]
# C3H4Cl4NOP

A cluster of 2 separate species, C3H4Cl4NOP in total at a distorted geometry (ωB97M-V/def2-TZVPD, the Open Molecules 2025 dataset).

```
14
Properties=species:S:1:pos:R:3:nbo_charge:R:1
C 0.04 -0.33 0.42 0.1497
C -2.47 0.30 -0.04 -0.6203
C -1.35 -0.78 0.07 -0.2384
N 0.32 0.81 0.04 -0.0641
O 2.18 1.08 0.56 -0.8173
P 2.95 1.13 -0.77 1.1796
Cl 1.09 -1.48 1.16 0.1175
Cl -1.12 -1.69 -1.46 -0.0127
Cl 3.30 -0.93 -0.95 -0.3878
Cl 4.58 1.70 0.27 -0.2762
H -3.49 -0.14 -0.25 0.2446
H -2.32 0.94 0.84 0.2338
H -2.28 1.00 -0.75 0.2316
H -1.46 -1.61 0.88 0.2602
```

## Properties
* energy relative to the best compared isomer or geometry (same formula, charge and spin): 0.591 eV
* charge: 0
* DFT total energy: -2428.76381 a.u.

***

[8]
# C3H4ClF

The molecule C3H4ClF at a distorted geometry (ωB97M-V/def2-TZVPD, the Open Molecules 2025 dataset).

```
9
Properties=species:S:1:pos:R:3:nbo_charge:R:1
C 0.12 1.11 -0.01 -0.6742
C 0.44 -0.32 -0.06 -0.0991
Cl 2.10 -0.73 -0.03 0.0203
C -0.52 -1.33 0.04 0.1737
F -1.81 -0.73 -0.05 -0.3701
H 0.42 1.54 1.06 0.2383
H 0.78 1.63 -0.70 0.2321
H -1.01 1.30 -0.30 0.2613
H -0.51 -2.47 0.05 0.2177
```

## Properties
* energy relative to the best compared isomer or geometry (same formula, charge and spin): 0.798 eV
* charge: 0
* DFT total energy: -676.71216 a.u.

***

[9]
# C3H4ClF

The molecule C3H4ClF at a distorted geometry (ωB97M-V/def2-TZVPD, the Open Molecules 2025 dataset).

```
9
Properties=species:S:1:pos:R:3:nbo_charge:R:1
C 2.05 -0.75 0.07 -0.6977
C 0.86 0.06 0.04 0.3909
F 1.05 1.40 -0.05 -0.3061
C -0.23 -0.64 -0.23 -0.2472
Cl -1.92 -0.01 0.05 -0.0702
H 1.89 -1.89 0.17 0.2411
H 2.61 -0.16 0.85 0.2381
H 2.88 -0.68 -0.60 0.2424
H -0.21 -1.66 -0.08 0.2087
```

## Properties
* energy relative to the best compared isomer or geometry (same formula, charge and spin): 1.261 eV
* charge: 0
* DFT total energy: -676.69513 a.u.

***

[10]
# C3H4ClF

The molecule C3H4ClF at a distorted geometry (ωB97M-V/def2-TZVPD, the Open Molecules 2025 dataset).

```
9
Properties=species:S:1:pos:R:3:nbo_charge:R:1
F -0.27 -0.29 1.87 -0.3325
C -0.06 0.34 0.73 0.1455
C -0.74 -0.27 -0.32 -0.4513
C 0.81 -0.28 -0.18 -0.2557
Cl 1.62 1.19 -0.83 -0.0737
H -0.11 1.50 0.67 0.2129
H -1.14 0.34 -1.12 0.2235
H -1.43 -1.30 -0.40 0.2548
H 1.32 -1.23 -0.42 0.2765
```

## Properties
* energy relative to the best compared isomer or geometry (same formula, charge and spin): 2.348 eV
* charge: 0
* DFT total energy: -676.65519 a.u.

***

[11]
# C3H4ClF

A cluster of 2 separate species, C3H4ClF in total at a distorted geometry (ωB97M-V/def2-TZVPD, the Open Molecules 2025 dataset).

```
9
Properties=species:S:1:pos:R:3:nbo_charge:R:1
C -1.50 1.08 0.50 -0.6409
C -1.02 -0.09 0.21 0.4787
C 1.75 -0.79 -0.63 -0.4051
F -1.58 -1.29 0.29 -0.3274
Cl 2.78 0.13 0.30 0.0450
H -2.52 1.21 0.87 0.2243
H -0.92 1.97 0.39 0.2342
H 1.56 -1.81 -0.34 0.1957
H 1.45 -0.40 -1.59 0.1955
```

## Properties
* energy relative to the best compared isomer or geometry (same formula, charge and spin): 4.330 eV
* charge: 0
* DFT total energy: -676.58236 a.u.

***

[12]
# C3H4ClF

The molecule C3H4ClF at a distorted geometry (ωB97M-V/def2-TZVPD, the Open Molecules 2025 dataset).

```
9
Properties=species:S:1:pos:R:3:nbo_charge:R:1
F 1.57 -1.04 1.25 -0.3765
C 0.26 -0.98 1.78 0.0263
C -0.55 -0.28 0.67 -0.2893
C 0.06 0.15 -0.39 -0.1566
Cl -0.73 1.10 -1.64 -0.0427
H -0.18 -2.08 1.81 0.1901
H 0.34 -0.35 2.68 0.1979
H -1.62 -0.43 0.49 0.2314
H 1.06 0.05 -0.68 0.2195
```

## Properties
* energy relative to the best compared isomer or geometry (same formula, charge and spin): 0.819 eV
* charge: 0
* DFT total energy: -676.71140 a.u.

***

[13]
# C3H4ClFO

A cluster of 2 separate species, C3H4ClFO in total at a distorted geometry (ωB97M-V/def2-TZVPD, the Open Molecules 2025 dataset).

```
10
Properties=species:S:1:pos:R:3:nbo_charge:R:1
O 0.58 1.11 -0.42 -0.7138
C 0.58 -0.28 -0.27 0.0420
C 0.31 -0.87 1.12 -0.3068
C 1.54 -0.97 0.58 0.3519
F 2.74 -1.53 0.62 -0.2814
H 1.32 1.50 0.14 0.4832
H 0.32 -0.83 -1.17 0.1869
H -0.17 -1.06 2.13 0.2658
Cl -0.95 1.75 2.54 -0.3388
H -0.45 1.46 1.27 0.3109
```

## Properties
* energy relative to the best compared isomer or geometry (same formula, charge and spin): 2.990 eV
* charge: 0
* DFT total energy: -751.88107 a.u.

***

[14]
# C3H4ClFS

The molecule C3H4ClFS at a distorted geometry (ωB97M-V/def2-TZVPD, the Open Molecules 2025 dataset).

```
10
Properties=species:S:1:pos:R:3:nbo_charge:R:1
F -0.51 1.77 -0.52 -0.3557
C -1.15 0.51 -0.43 -0.0336
C -0.23 -0.55 0.14 -0.1290
S -0.48 -2.10 -0.43 0.0975
C 0.99 -0.10 0.77 -0.3565
Cl 2.46 -0.31 -0.60 -0.1491
H -1.38 0.16 -1.43 0.2090
H -2.06 0.45 0.08 0.1970
H 1.08 1.00 0.89 0.2630
H 1.27 -0.83 1.53 0.2575
```

## Properties
* energy relative to the best compared isomer or geometry (same formula, charge and spin): 1.326 eV
* charge: 0
* DFT total energy: -1074.89091 a.u.

***

[15]
# C3H4ClI

A cluster of 2 separate species, C3H4ClI in total at a distorted geometry (ωB97M-V/def2-TZVPD, the Open Molecules 2025 dataset).

```
9
Properties=species:S:1:pos:R:3:nbo_charge:R:1
C -1.18 0.97 -1.95 -0.3459
C -0.76 1.47 -0.80 -0.2172
C -0.02 -0.13 0.75 -0.4689
Cl -1.81 1.86 -3.31 -0.0139
I -1.07 3.38 -0.07 0.2217
H -1.05 -0.06 -2.21 0.2302
H -0.63 -0.96 0.57 0.1796
H -0.44 0.46 1.61 0.2027
H 1.06 -0.46 0.92 0.2117
```

## Properties
* energy relative to the best compared isomer or geometry (same formula, charge and spin): 3.036 eV
* charge: 0
* DFT total energy: -874.44419 a.u.

***

[16]
# C3H4ClN

A structure of composition C3H4ClN at a distorted geometry (ωB97M-V/def2-TZVPD, the Open Molecules 2025 dataset).

```
9
Properties=species:S:1:pos:R:3:nbo_charge:R:1
C 0.78 1.61 1.25 -0.1371
C 0.34 1.07 0.23 -0.0716
C -0.29 0.14 -0.67 -0.2527
N 0.19 -1.70 -0.35 -0.6448
Cl 1.84 -2.17 -0.14 0.0755
H 1.11 2.01 2.09 0.2129
H -0.01 0.11 -1.78 0.2455
H -1.27 -0.21 -0.54 0.2334
H -0.16 -2.03 0.50 0.3389
```

## Properties
* energy relative to the best compared isomer or geometry (same formula, charge and spin): 4.603 eV
* charge: 0
* DFT total energy: -631.46847 a.u.

***

[17]
# C3H4ClN3

The molecule C3H4ClN3 at a distorted geometry (ωB97M-V/def2-TZVPD, the Open Molecules 2025 dataset).

```
11
Properties=species:S:1:pos:R:3:nbo_charge:R:1
Cl -0.39 -2.29 -1.31 -0.0198
C -0.56 -0.55 -1.53 -0.2229
N 0.14 0.11 -0.37 -0.2146
C -0.33 -0.06 0.98 -0.1001
C 0.59 0.68 1.72 -0.1216
N 1.53 1.20 0.84 -0.2354
N 1.26 0.88 -0.38 -0.0307
H -0.05 -0.40 -2.49 0.2514
H -1.58 -0.07 -1.37 0.2353
H -1.30 -0.47 1.18 0.2327
H 0.69 0.98 2.73 0.2257
```

## Properties
* energy relative to the best compared isomer or geometry (same formula, charge and spin): 1.856 eV
* charge: 0
* DFT total energy: -741.11264 a.u.

***

[18]
# C3H4ClNO

A cluster of 2 separate species, C3H4ClNO in total at a distorted geometry (ωB97M-V/def2-TZVPD, the Open Molecules 2025 dataset).

```
10
Properties=species:S:1:pos:R:3:nbo_charge:R:1
C -1.15 1.17 0.16 0.7070
C -2.04 -0.98 -0.03 0.0992
C 0.10 1.16 -0.55 -0.7768
N -1.44 -1.92 0.47 -0.6785
O -1.82 1.96 0.66 -0.4489
Cl -3.40 -0.92 -1.05 -0.0288
H 0.05 1.06 -1.62 0.2751
H 0.68 0.36 -0.07 0.2715
H 0.66 2.14 -0.39 0.2384
H -1.95 -2.92 0.40 0.3418
```

## Properties
* energy relative to the best compared isomer or geometry (same formula, charge and spin): 3.104 eV
* charge: 0
* DFT total energy: -706.78763 a.u.

***

[19]
# C3H4ClNO

A structure of composition C3H4ClNO at a distorted geometry (ωB97M-V/def2-TZVPD, the Open Molecules 2025 dataset).

```
10
Properties=species:S:1:pos:R:3:nbo_charge:R:1
C 3.76 -0.62 0.02 0.7002
C -0.30 0.12 0.33 -0.6784
C 0.68 0.71 -0.60 -0.2111
N 3.58 0.38 0.67 -0.7514
O 3.80 -1.74 -0.30 -0.5667
Cl 1.91 1.54 -0.12 0.5516
H -1.07 -0.19 -0.42 0.2388
H 0.19 -0.72 0.75 0.2563
H -0.49 0.88 1.21 0.2449
H 0.56 0.27 -1.60 0.2157
```

## Properties
* energy relative to the best compared isomer or geometry (same formula, charge and spin): 4.206 eV
* charge: 0
* DFT total energy: -706.74713 a.u.

***

[20]
# C3H4ClNO2

A cluster of 2 separate species, C3H4ClNO2 in total at a distorted geometry (ωB97M-V/def2-TZVPD, the Open Molecules 2025 dataset).

```
11
Properties=species:S:1:pos:R:3:nbo_charge:R:1
C -0.80 -1.62 -0.61 0.8807
C 1.74 0.64 0.88 -0.1157
C -0.37 0.99 0.19 -0.0462
N -1.99 -1.45 -0.51 -0.7899
O 0.35 -1.74 -0.65 -0.4996
O 0.51 0.57 1.02 -0.3268
Cl 0.16 1.85 -1.25 -0.0566
H 2.05 1.28 0.07 0.1587
H 2.39 0.39 1.69 0.1721
H -1.32 0.45 0.19 0.2087
H -2.74 -1.37 -1.03 0.4146
```

## Properties
* energy relative to the best compared isomer or geometry (same formula, charge and spin): 4.395 eV
* charge: 0
* DFT total energy: -781.99352 a.u.